Record 1
The following is a quantum chemistry calculation of a 2-piece molecular cluster, C2H6IN2O overall at a distorted geometry, from OMol25.

Calculated values
DFT total energy: -15286.59718 eV
Total charge: +1
Frontier orbital gap (spin up / spin down): 0.2873 / 0.2632 hartree
Spin multiplicity: 3
M: 200.99 g/mol
Energy relative to the best compared isomer or geometry (same formula, charge and spin): 2.779 eV

Geometry (Å):
C: -0.947406 0.457993 -0.710788
C: 0.186917 -0.761214 1.048455
N: -2.931978 1.169874 -0.661875
N: -0.221767 1.001767 -1.616984
O: -0.962029 -0.202371 0.333220
I: -4.095135 -0.269626 0.136894
H: 0.919754 -0.032711 1.373900
H: 0.684216 -1.520194 0.405756
H: -0.366460 -1.267725 1.952205
H: -3.227256 1.348952 -1.559997
H: -0.665999 1.493997 -2.414816
H: 0.757102 1.524800 -1.483269

Atoms 1-3, force components in eV/Å:
-1.32 -0.24 -2.14
-0.60 -2.04 1.67
-0.16 -1.77 3.17


Record 2
The following is a quantum chemistry calculation of a 2-piece molecular cluster, C2H6IN3 overall at a distorted geometry, from OMol25.

Calculated values
DFT total energy: -14720.32265 eV
Total charge: +2
Frontier orbital gap: 0.3411 hartree
M: 199.00 g/mol
Energy relative to the best compared isomer or geometry (same formula, charge and spin): 4.182 eV

Geometry (Å):
C: -2.148374 1.011960 0.326269
C: 1.857867 -0.753694 0.009525
N: 1.900955 -2.016458 -0.008273
N: -2.844251 1.514632 -0.637448
N: -1.438371 0.325350 0.996753
I: 3.607277 0.379090 -0.086064
H: 2.816395 1.708131 0.060068
H: 1.049563 -2.682001 -0.036548
H: 2.781913 -2.549395 -0.194961
H: -3.114431 2.427691 -0.934176
H: -3.127270 0.850573 -1.331261
H: -1.341270 -0.215877 1.836121

Atoms 1-3, force components in eV/Å:
1.37 -1.74 0.99
-2.75 1.02 0.44
1.25 -3.14 -0.98


Record 3
The following is a quantum chemistry calculation of C2H6N2 as an isolated structure at a distorted geometry, from OMol25.

Calculated values
DFT total energy: -5146.86725 eV
Frontier orbital gap (spin up / spin down): 0.3090 / 0.3090 hartree
M: 58.08 g/mol
Energy relative to the best compared isomer or geometry (same formula, charge and spin): 5.052 eV

Geometry (Å):
C: -0.810090 0.505031 -0.120932
C: -0.975716 -0.845026 -0.121262
N: 1.962944 0.128272 0.704627
N: 1.103495 0.449376 -0.096304
H: -0.796061 0.750290 -1.203448
H: -1.159985 1.175824 0.591141
H: -1.563708 -1.293666 0.611485
H: -0.792919 -1.391928 -1.006599
H: 1.801786 0.697904 1.510580
H: 1.230252 -0.176078 -0.869286

Atoms 1-3, force components in eV/Å:
-1.64 -2.65 -3.77
-0.99 1.38 0.38
1.05 -0.82 1.26


Record 4
The following is a quantum chemistry calculation of a 2-piece molecular cluster, C2H6N2 overall at a distorted geometry, from OMol25.

Calculated values
DFT total energy: -5148.72236 eV
Frontier orbital gap: 0.3977 hartree
SMILES: C=N.C=N
M: 58.08 g/mol
Energy relative to the best compared isomer or geometry (same formula, charge and spin): 3.197 eV

Geometry (Å):
C: 0.627966 -0.681684 2.456160
N: 0.335336 0.362092 1.693595
H: 0.298688 -0.721001 3.468710
H: 1.338833 -1.327064 2.091623
H: -0.295908 1.062235 2.211949
C: -0.551978 0.206410 -2.783812
N: 0.093016 0.740652 -1.753571
H: -1.141209 -0.720098 -2.686248
H: -0.111933 0.449178 -3.773662
H: -0.592811 0.629281 -0.924743

Atoms 1-3, force components in eV/Å:
-1.76 5.28 -1.58
-0.32 -1.54 2.48
-0.30 -0.42 0.75


Record 5
The following is a quantum chemistry calculation of C2H6N2O as an isolated structure at a distorted geometry, from OMol25.

Calculated values
DFT total energy: -7194.94110 eV
Frontier orbital gap: 0.3291 hartree
M: 74.08 g/mol
Energy relative to the best compared isomer or geometry (same formula, charge and spin): 4.846 eV

Geometry (Å):
C: 0.593314 -0.158196 -0.666783
C: -0.458521 0.333923 0.443897
N: -1.599538 -0.243569 0.164162
N: 1.904637 -0.280592 -0.111528
O: -0.124820 1.088439 1.331424
H: -2.752892 -0.336968 0.038966
H: -2.557651 0.595789 0.432096
H: 1.980389 -1.083343 0.502736
H: 2.152672 0.549675 0.419742
H: 0.569880 0.630937 -1.418269
H: 0.292529 -1.096094 -1.136442

Atoms 1-3, force components in eV/Å:
-0.37 0.20 1.49
2.92 0.58 -0.31
-8.33 0.32 -1.33


Record 6
The following is a quantum chemistry calculation of one molecule with the formula C2H6N2O at a distorted geometry, from OMol25.

Calculated values
DFT total energy: -7198.10177 eV
Frontier orbital gap: 0.3774 hartree
SMILES: NCNC=O
M: 74.08 g/mol
Energy relative to the best compared isomer or geometry (same formula, charge and spin): 1.686 eV

Geometry (Å):
N: 0.206752 1.492244 0.420256
C: 0.788057 0.234800 0.281862
N: -0.039102 -0.975607 0.273187
C: -1.083629 -1.058660 -0.642111
O: -1.046853 -0.381141 -1.653329
H: -0.248396 1.882006 1.217255
H: -0.180360 2.009155 -0.405218
H: 1.361796 0.165571 -0.651783
H: 1.404131 0.141339 1.195134
H: 0.641158 -1.719683 0.313288
H: -1.803559 -1.790028 -0.348544

Atoms 1-3, force components in eV/Å:
-1.42 2.69 -2.43
0.83 -0.25 0.30
-0.47 0.41 1.18


Record 7
The following is a quantum chemistry calculation of one molecule with the formula C2H6N2O at a distorted geometry, from OMol25.

Calculated values
DFT total energy: -7196.58140 eV
Frontier orbital gap: 0.3883 hartree
SMILES: [H]/N=C(/C)ON
M: 74.08 g/mol
Energy relative to the best compared isomer or geometry (same formula, charge and spin): 3.206 eV

Geometry (Å):
H: 0.517451 -1.949420 -0.320207
N: -0.392553 -1.535843 -0.213910
C: -0.406519 -0.310477 -0.071399
C: -1.626667 0.596406 -0.014644
O: 0.726106 0.416223 0.130463
N: 2.118749 -0.008100 -0.062270
H: -1.267367 1.618221 -0.193230
H: -2.233064 0.263443 -0.864636
H: -2.374707 0.582553 0.889664
H: 2.410605 -0.584249 0.750397
H: 2.527964 0.911246 -0.030226

Atoms 1-3, force components in eV/Å:
0.49 0.04 0.13
-1.45 -1.89 -0.72
1.20 0.32 1.10


Record 8
The following is a quantum chemistry calculation of one molecule with the formula C2H6N2O at a distorted geometry, from OMol25.

Calculated values
DFT total energy: -7196.93760 eV
Frontier orbital gap: 0.3459 hartree
SMILES: [H]/N=C(/N)CO
M: 74.08 g/mol
Energy relative to the best compared isomer or geometry (same formula, charge and spin): 2.850 eV

Geometry (Å):
H: 1.806492 -1.281675 -0.325931
N: 1.929490 -0.316841 -0.219733
C: 0.756206 0.031326 -0.006614
N: 0.429314 1.311331 0.074057
C: -0.498934 -0.694819 0.273788
O: -1.488352 0.240509 -0.269179
H: 1.238358 1.845658 0.209874
H: -0.473418 1.610864 -0.163479
H: -0.636326 -1.576161 -0.481451
H: -0.602798 -0.842808 1.287810
H: -2.460030 -0.327381 -0.379137

Atoms 1-3, force components in eV/Å:
1.03 -2.34 -0.01
1.51 -0.43 -0.26
-1.81 1.33 0.24